[1]
Here is a 2-piece molecular cluster, H3O6 overall from OMol25. Energies are from ωB97M-V/def2-TZVPD.

Last column: natural (NBO) charge in e.
Positions of all 9 atoms, in Å:
H: -2.81009 -1.51806 1.54653  0.500
O: 0.16554 0.56364 -1.59683  -0.317
O: -0.19203 0.63304 0.61029  -0.093
H: 0.90089 -0.03031 -1.85503  0.507
O: 1.90032 0.73795 -0.14438  -0.371
O: -1.77682 -1.60916 1.52676  -0.123
O: 0.53815 1.13421 -0.36260  0.335
O: -1.20752 -1.33406 0.51065  0.063
H: 2.48156 1.42275 -0.23539  0.500

As for the molar mass: 99.018 g/mol. The largest force on an atom comes out at 5.59 eV Å⁻¹. The total charge is +1. The value obtained for the energy relative to the best compared isomer or geometry (same formula, charge and spin) is 56.0 kcal per mole. As for the multiplicity: 1. The calculation puts the frontier orbital gap (spin up / spin down) at 6.84 / 9.81 eV.

[2]
Here is a 2-piece molecular cluster, H3OP overall from OMol25. Energies are from ωB97M-V/def2-TZVPD.

Last column: natural (NBO) charge in e.
Positions of all 5 atoms, in Å:
H: 1.01839 -0.88351 0.48230  -0.075
H: 1.06214 1.06429 0.78865  -0.077
P: 0.56026 0.20800 -0.15735  1.071
O: -0.92553 0.12053 0.11760  -0.876
H: -1.63583 -0.11417 -1.45982  -0.043

As for the molar mass: 49.997 g/mol. The largest force on an atom comes out at 2.13 eV Å⁻¹. The value obtained for the energy relative to the best compared isomer or geometry (same formula, charge and spin) is 26.2 kcal per mole. As for the multiplicity: 3. The calculation puts the frontier orbital gap (spin up / spin down) at 9.40 / 8.61 eV. The expectation value of S² is 2.009.

[3]
Here is one molecule with the formula H3OPS2 from OMol25. Energies are from ωB97M-V/def2-TZVPD.

Last column: natural (NBO) charge in e.
Positions of all 7 atoms, in Å:
P: 0.30647 0.12757 0.53769  1.079
H: -1.62200 0.55611 -0.96400  0.159
O: -0.00893 -1.11827 -0.46823  -0.994
S: -1.46421 1.30491 0.16202  -0.267
H: -0.15462 -0.54560 1.75279  -0.004
H: 0.13448 -0.97481 -1.44280  0.520
S: 2.80882 0.65008 0.42253  -0.493

As for the molar mass: 114.131 g/mol. The largest force on an atom comes out at 3.85 eV Å⁻¹. The value obtained for the energy relative to the best compared isomer or geometry (same formula, charge and spin) is 66.6 kcal per mole. As for the multiplicity: 1. The calculation puts the frontier orbital gap at 7.25 eV. Its structure (SMILES) is O[P@@H](=S)S.

[4]
Here is one molecule with the formula H3OPS2 from OMol25. Energies are from ωB97M-V/def2-TZVPD.

Last column: natural (NBO) charge in e.
Positions of all 7 atoms, in Å:
H: -1.88790 0.43075 -0.96748  0.512
H: 2.12475 1.07750 0.76788  0.177
P: -0.11876 -0.33140 0.10374  1.167
S: 1.14590 1.47291 -0.10170  -0.298
S: 0.85459 -2.11475 0.00519  -0.548
O: -1.14524 -0.18365 -1.10699  -0.986
H: -0.97334 -0.35137 1.29936  -0.024

As for the molar mass: 114.131 g/mol. The largest force on an atom comes out at 3.19 eV Å⁻¹. The value obtained for the energy relative to the best compared isomer or geometry (same formula, charge and spin) is 14.3 kcal per mole. As for the multiplicity: 1. The calculation puts the frontier orbital gap at 8.81 eV. Its structure (SMILES) is O[P@@H](=S)S.